Computed, not measured: C5H3ClN9O4Ru as an isolated structure at a distorted geometry, with the ωB97M-V functional and the def2-TZVPD basis.

Its multiplicity is 2. The value obtained for the max |F| is 3.528 eV Å⁻¹. The charge is -2. For the energy relative to the best compared isomer or geometry (same formula, charge and spin), the calculation gives 62.2 kcal/mol. Its orbital gap (spin up / spin down) is 6.35 / 6.76 eV.

Last column: natural (NBO) charge in e.
Atoms and positions in Å:
Ru 0.36916 0.48935 -0.13608  0.950
Cl -0.36859 2.78289 -0.24018  0.069
O 4.41559 2.55237 -1.03103  -0.722
O 2.19001 -0.21198 -1.14885  -0.745
O 4.28665 0.00552 -2.08438  -0.669
O 2.26837 2.25847 -0.25489  -0.797
N 0.66358 -2.38690 -1.39392  -0.061
N -0.18431 -1.57595 -0.67178  -0.462
N -3.44430 0.80471 1.94651  -0.123
N 0.12691 -3.54077 -1.50059  -0.121
N -3.62688 -0.48069 1.56830  -0.421
N -2.35475 -1.98429 0.27973  -0.593
N -1.08512 -3.57236 -0.87509  -0.431
N -1.73368 0.27203 0.74699  -0.403
N -2.33868 1.25558 1.47023  -0.151
C 3.35437 1.94860 -0.84147  0.671
C -1.22534 -2.36283 -0.39459  0.453
C -2.55547 -0.76045 0.84825  0.441
C 0.29825 2.07063 1.25181  -0.438
C 3.29614 0.36333 -1.46486  0.689
H -3.03603 -2.69773 0.45366  0.412
H 1.17914 2.65203 1.48549  0.233
H -0.49504 2.11846 1.98673  0.219